Entry from OMol25: a cluster of 7 separate species, C30H78N4O11 in total in a non-equilibrium geometry (ωB97M-V/def2-TZVPD).

**Frontier orbital gap**: 9.3 eV
**E_LUMO**: 0.65 eV
**Total energy**: -2236.1772 hartree
**ΔE to the lowest compared entry with this formula, charge and spin**: 81.0 kJ/mol
**Total charge**: 0

Element x y z (Å)
C  -1.12  -0.95  4.54
O  -0.89  0.12  3.70
C  -1.54  -0.17  2.42
C  -0.98  0.71  1.34
N  -1.46  2.09  1.59
C  -0.58  3.10  0.96
C  -0.72  4.44  1.55
O  -0.41  4.34  2.95
C  -0.37  5.57  3.70
H  -2.18  -1.22  4.63
H  -0.70  -0.74  5.54
H  -0.45  -1.80  4.21
H  -2.56  -0.11  2.50
H  -1.34  -1.21  2.18
H  -1.33  0.29  0.38
H  0.11  0.71  1.35
H  -1.29  2.28  2.56
H  -0.64  3.29  -0.09
H  0.51  2.92  1.20
H  -1.75  4.85  1.46
H  -0.05  5.12  1.04
H  0.38  5.43  4.47
H  -1.35  5.74  4.13
H  -0.10  6.45  3.06
C  -5.44  -3.12  8.30
O  -4.71  -3.87  7.42
C  -3.33  -3.46  7.44
C  -2.48  -4.45  6.68
N  -2.60  -4.17  5.24
C  -2.00  -5.21  4.43
C  -2.11  -4.70  2.97
O  -1.35  -5.54  2.05
C  -0.93  -4.97  0.79
H  -6.43  -3.63  8.55
H  -5.64  -2.14  7.98
H  -5.00  -3.18  9.28
H  -3.05  -3.35  8.50
H  -3.25  -2.47  6.99
H  -2.74  -5.46  7.03
H  -1.44  -4.35  7.03
H  -3.61  -4.13  5.10
H  -2.60  -6.12  4.57
H  -0.90  -5.35  4.61
H  -1.71  -3.67  2.80
H  -3.21  -4.63  2.75
H  -1.10  -3.88  0.85
H  -1.55  -5.37  -0.03
H  0.08  -5.24  0.56
C  3.17  -2.76  0.36
O  3.52  -1.39  0.30
C  4.13  -0.89  1.49
C  4.23  0.61  1.25
N  2.96  1.24  1.15
C  3.11  2.68  0.86
C  3.20  3.08  -0.58
O  1.89  3.03  -1.14
C  1.86  3.07  -2.52
H  2.75  -2.98  -0.64
H  2.45  -2.89  1.16
H  4.10  -3.35  0.54
H  5.16  -1.28  1.57
H  3.46  -1.19  2.31
H  5.00  0.71  0.42
H  4.82  1.08  2.17
H  2.31  0.89  0.45
H  3.97  3.02  1.37
H  2.33  3.21  1.41
H  3.96  2.55  -1.19
H  3.44  4.17  -0.66
H  2.11  4.07  -2.94
H  0.83  2.75  -2.87
H  2.59  2.41  -2.96
C  -5.25  -1.51  -1.13
O  -4.69  -0.44  -1.84
C  -4.40  0.65  -0.95
C  -3.43  1.69  -1.53
N  -2.38  1.09  -2.32
C  -2.77  0.88  -3.72
C  -1.62  0.34  -4.49
O  -0.60  1.35  -4.48
C  0.40  1.11  -5.47
H  -6.26  -1.39  -0.74
H  -4.61  -1.93  -0.37
H  -5.40  -2.28  -1.92
H  -3.95  0.19  -0.09
H  -5.34  1.19  -0.67
H  -3.02  2.12  -0.67
H  -3.98  2.33  -2.20
H  -1.61  1.73  -2.51
H  -3.12  1.80  -4.23
H  -3.59  0.16  -3.68
H  -1.93  0.08  -5.50
H  -1.28  -0.55  -3.93
H  1.18  1.87  -5.50
H  -0.09  1.12  -6.45
H  0.85  0.11  -5.29
C  3.80  -0.88  -3.33
C  4.39  -0.63  -4.73
O  3.44  -0.96  -5.79
H  4.43  -0.68  -2.43
H  3.45  -1.92  -3.23
H  2.94  -0.23  -3.07
H  5.28  -1.26  -4.83
H  4.70  0.44  -4.94
H  3.26  -1.92  -5.67
C  4.69  4.02  -8.04
C  4.84  3.28  -6.72
O  3.59  2.56  -6.46
H  5.56  4.64  -8.29
H  3.75  4.59  -8.02
H  4.53  3.36  -8.90
H  5.03  3.97  -5.89
H  5.71  2.62  -6.75
H  2.95  3.27  -6.31
C  0.69  -0.03  -1.60
C  0.09  -1.34  -1.05
O  -1.34  -1.51  -0.97
H  0.46  0.05  -2.64
H  1.80  -0.10  -1.40
H  0.36  0.82  -1.07
H  0.45  -1.52  0.03
H  0.42  -2.24  -1.50
H  -1.84  -0.72  -1.34

Mulliken atomic charge list, values in e, 5 entries:
1. C -0.698
2. O -0.452
3. C -0.941
4. C 1.905
5. N -0.391